The following is a quantum chemistry calculation of a 2-piece molecular cluster, C4H7NO overall in a non-equilibrium geometry, from OMol25.

Values from the calculation:
Structure (SMILES) = C=COC.C#N
Total energy = -286.52149 a.u.
ΔE to the lowest compared entry with this formula, charge and spin = 2.9975 eV
Gap between HOMO and LUMO = 10.188 eV
LUMO = 0.93 eV
2S+1 = 1

Each line ends with the Mulliken charge.
Element x y z (Å)
C: -0.942 -1.187 -0.208  -0.84
C: 2.002 -0.732 0.905  0.16
C: -0.210 1.061 0.358  -0.03
C: -0.444 1.578 -0.837  -0.66
O: -0.363 -0.305 0.735  -0.33
N: 2.411 0.261 0.483  -0.42
H: 1.880 -1.697 1.334  0.28
H: -0.030 1.655 1.240  0.37
H: -1.928 -0.837 -0.528  0.35
H: -0.290 -1.283 -1.080  0.37
H: -1.052 -2.149 0.287  0.24
H: -0.681 0.995 -1.710  0.26
H: -0.354 2.640 -0.978  0.25